# 1
DFT (wB97M-V/def2-TZVPD) results for one molecule with the formula C3H6N4O.

ORCA input file:
```
! wB97M-V def2-TZVPD RIJCOSX def2/J DEFGRID3
* xyz 0 1
C 1.55 -0.62 0.22
N 0.14 -0.47 0.49
N -0.60 -1.65 0.26
N -1.79 -1.36 -0.25
N -1.82 -0.14 -0.68
C -0.72 0.50 -0.21
C -0.52 2.01 -0.46
O -1.09 1.63 0.79
H 1.91 -1.49 0.80
H 1.90 -0.78 -0.79
H 2.13 0.25 0.62
H -0.37 -2.40 0.81
H 0.56 2.22 -0.41
H -1.27 2.32 -1.20
*
```

Results
LUMO energy: 0.606 eV
Calculated total energy: -412.00732 Eh
HOMO-LUMO gap: 8.99 eV
ΔE to the lowest compared entry with this formula, charge and spin: 5.4864 eV
Structure (SMILES): CN1NN=N[C@]12CO2

=====

# 2
DFT (wB97M-V/def2-TZVPD) results for one molecule with the formula C3H6N4OS.

ORCA input file:
```
! wB97M-V def2-TZVPD RIJCOSX def2/J DEFGRID3
* xyz 0 1
N -2.06 -0.82 -1.10
S -1.34 0.36 -0.43
N -1.60 0.11 1.15
O -1.61 1.70 -0.77
C 0.40 0.33 -0.43
C 1.16 1.43 0.00
N 2.45 1.29 -0.11
N 2.52 0.04 -0.53
C 1.33 -0.62 -0.74
H -1.50 -0.94 -1.95
H -1.83 -0.86 1.25
H -2.42 0.75 1.42
H 0.70 2.44 0.22
H 3.46 -0.34 -0.55
H 1.16 -1.56 -1.20
*
```

Results
LUMO energy: 0.704 eV
Calculated total energy: -810.27545 Eh
HOMO-LUMO gap: 10.44 eV
ΔE to the lowest compared entry with this formula, charge and spin: 0.5847 eV
Structure (SMILES): N=[S@](N)(=O)c1cn[nH]c1

=====

# 3
DFT (wB97M-V/def2-TZVPD) results for an isolated ion of composition C3H6N5O5 and charge +1.

ORCA input file:
```
! wB97M-V def2-TZVPD RIJCOSX def2/J DEFGRID3
* xyz 1 1
N 1.92 2.23 -0.31
C 0.95 1.73 0.28
N 0.24 2.40 1.14
N 0.70 0.37 -0.01
C -0.51 -0.26 0.11
O -1.42 0.38 0.73
C -0.65 -1.64 -0.23
N 0.39 -2.27 -1.14
O 1.31 -1.52 -1.50
O 0.24 -3.41 -1.40
N -1.88 -2.31 -0.09
O -2.02 -3.50 -0.27
O -2.90 -1.54 0.35
H 2.29 3.17 -0.05
H 2.48 1.71 -0.94
H 0.63 3.14 1.65
H -0.67 2.07 1.51
H 1.32 -0.21 -0.52
H -2.41 -0.55 0.68
*
```

Results
LUMO energy (spin up / spin down): -4.873 / -4.872 eV
Calculated total energy: -767.44949 Eh
HOMO-LUMO gap (spin up / spin down): 9.35 / 9.35 eV
ΔE to the lowest compared entry with this formula, charge and spin: 0.0000 eV
Structure (SMILES): NC(N)=[NH+]/C([O-])=C(\[N+](=O)[O-])[N+](=O)O

=====

# 4
DFT (wB97M-V/def2-TZVPD) results for an isolated ion of composition C3H6NO and charge -1.

ORCA input file:
```
! wB97M-V def2-TZVPD RIJCOSX def2/J DEFGRID3
* xyz -1 1
C 0.56 -0.67 -1.29
C -0.17 0.35 -0.27
C -0.68 -0.32 0.97
N -0.17 -1.58 -2.29
O -0.52 -2.65 -1.71
H 1.49 -0.21 -1.79
H 1.03 -1.33 -0.53
H -1.11 0.84 -0.68
H -1.21 0.42 1.46
H 0.14 -0.61 1.52
H -1.23 -1.23 0.96
*
```

Results
LUMO energy (spin up / spin down): 4.784 / 4.349 eV
Calculated total energy: -247.73146 Eh
HOMO-LUMO gap (spin up / spin down): 6.72 / 5.60 eV
ΔE to the lowest compared entry with this formula, charge and spin: 1.9840 eV

=====

# 5
DFT (wB97M-V/def2-TZVPD) results for an isolated ion of composition C3H6NO and charge +1.

ORCA input file:
```
! wB97M-V def2-TZVPD RIJCOSX def2/J DEFGRID3
* xyz 1 1
C 0.61 0.88 -0.06
C -0.21 -1.22 -0.15
C -0.93 0.92 0.02
N 0.99 -0.54 0.09
O -1.33 -0.27 0.08
H 0.79 1.41 -1.03
H 1.30 1.53 0.48
H -0.24 -1.75 -1.13
H -0.50 -2.10 0.63
H -1.71 1.71 -0.01
H 1.23 -0.58 1.08
*
```

Results
LUMO energy: -6.036 eV
Calculated total energy: -247.55528 Eh
HOMO-LUMO gap: 9.63 eV
ΔE to the lowest compared entry with this formula, charge and spin: 1.6547 eV

=====

# 6
DFT (wB97M-V/def2-TZVPD) results for C3H6NO as an isolated structure.

ORCA input file:
```
! wB97M-V def2-TZVPD RIJCOSX def2/J DEFGRID3
* xyz 1 1
C 0.10 -0.27 1.08
C 0.15 0.15 -0.35
C -1.38 -1.15 -0.23
N 1.01 1.04 -0.82
O -0.92 -1.25 1.05
H 1.04 -0.72 1.44
H -0.14 0.56 1.77
H -2.26 -0.52 -0.40
H -1.26 -2.02 -0.87
H 1.01 1.32 -1.80
H 1.68 1.48 -0.20
*
```

Results
LUMO energy: -5.039 eV
Calculated total energy: -247.52477 Eh
HOMO-LUMO gap: 10.59 eV
ΔE to the lowest compared entry with this formula, charge and spin: 2.4849 eV